Entry 1:
Entry from the Open Molecules 2025 dataset: a 3-piece molecular cluster, C26H50ClFO5S overall (ωB97M-V with the def2-TZVPD basis set).

The maximum force is 6.03 eV/Å. As for the net charge: 0. The calculation puts the HOMO energy at -10.6 eV. The value obtained for the total energy is -2354.9798 hartree. The value obtained for the LUMO energy is -0.14 eV.

Geometry (Å):
C -2.94 -2.93 -1.20
C -1.48 -3.54 -0.77
C -0.88 -2.68 0.48
C -0.43 -1.27 -0.13
C -0.39 -0.06 0.91
O -1.47 -0.17 1.87
C -2.58 0.52 1.29
O -3.74 0.21 1.62
C -2.04 1.60 0.21
C -2.76 2.98 0.63
C -3.53 3.73 -0.57
C -2.79 3.66 -1.99
Cl -5.33 3.26 -0.66
C -0.44 1.46 0.34
C 0.50 1.83 -0.91
C 0.09 1.15 -2.29
O -1.04 1.09 -2.79
F 1.14 0.52 -3.04
S 0.32 2.42 1.77
C 0.60 4.22 1.34
O 1.66 1.87 2.20
O -0.62 2.46 2.98
H -3.35 -2.24 -0.37
H -2.77 -2.34 -2.18
H -3.70 -3.77 -1.38
H -1.69 -4.62 -0.46
H -0.81 -3.45 -1.69
H -1.72 -2.63 1.24
H 0.01 -3.31 0.86
H 0.66 -1.42 -0.51
H -1.03 -0.98 -1.06
H 0.53 -0.34 1.56
H -2.56 1.24 -0.74
H -2.08 3.75 1.12
H -3.57 2.74 1.42
H -3.55 4.85 -0.27
H -3.24 4.49 -2.65
H -3.10 2.67 -2.47
H -1.67 3.78 -1.89
H 0.61 2.95 -1.11
H 1.55 1.44 -0.65
H 0.07 4.88 2.12
H 0.13 4.51 0.33
H 1.72 4.50 1.40
C 3.63 4.03 4.61
C 3.26 2.59 4.92
C 2.16 2.46 5.97
C 2.52 3.01 7.35
C 3.77 2.40 8.00
C 3.63 0.91 8.26
H 4.03 4.55 5.49
H 4.40 4.07 3.83
H 2.76 4.59 4.25
H 4.16 2.04 5.22
H 2.91 2.11 3.99
H 1.89 1.40 6.06
H 1.27 2.98 5.62
H 1.67 2.86 8.02
H 2.66 4.10 7.29
H 3.96 2.91 8.95
H 4.65 2.59 7.38
H 2.79 0.71 8.93
H 4.54 0.53 8.75
H 3.49 0.34 7.34
C -0.34 -2.49 -4.84
C -1.30 -3.43 -5.55
C -0.97 -4.91 -5.31
C 0.40 -5.36 -5.83
C 0.63 -5.14 -7.32
C -0.33 -5.92 -8.20
H 0.68 -2.60 -5.20
H -0.64 -1.45 -5.02
H -0.35 -2.66 -3.76
H -1.31 -3.21 -6.62
H -2.31 -3.24 -5.19
H -1.76 -5.52 -5.76
H -1.02 -5.11 -4.23
H 0.51 -6.43 -5.60
H 1.19 -4.85 -5.27
H 1.65 -5.45 -7.56
H 0.57 -4.08 -7.57
H -0.25 -7.00 -8.01
H -0.11 -5.75 -9.26
H -1.37 -5.62 -8.04

Entry 2:
Entry from the Open Molecules 2025 dataset: C26H50FeNP3Se as an isolated structure (ωB97M-V with the def2-TZVPD basis set).

The maximum force is 5.04 eV/Å. As for the net charge: +3. As for the spin multiplicity: 6. The calculation puts the HOMO energy (alpha / beta) at -15.6 / -16.6 eV. The value obtained for the total energy is -5763.4780 hartree. The value obtained for the LUMO energy (alpha / beta) is -8.00 / -12.30 eV.

Geometry (Å):
Fe 0.63 0.36 0.34
P -1.94 -1.42 -0.70
P 0.61 -1.72 1.36
P 0.11 1.36 -1.60
H 5.74 0.58 -0.13
C 5.33 1.59 0.03
C 4.05 1.81 0.34
H 3.35 0.97 0.34
C -2.14 -2.94 -1.73
C -2.90 -2.08 0.76
C -3.22 -0.41 -1.57
C 2.38 -1.94 1.76
C -0.08 -1.47 3.06
C 0.15 -3.51 1.20
C 1.64 2.36 -1.76
C -1.15 2.71 -1.59
C -0.08 0.81 -3.35
H 6.05 2.43 0.01
H 3.72 2.83 0.55
H -3.21 -3.10 -1.93
H -1.73 -3.82 -1.22
H -1.61 -2.80 -2.68
H -3.98 -1.99 0.62
H -2.61 -1.57 1.69
H -2.67 -3.14 0.89
H -4.03 -1.07 -1.92
H -2.76 0.06 -2.44
H -3.66 0.37 -0.94
H 2.55 -2.97 2.11
H 2.67 -1.23 2.55
H 3.00 -1.77 0.87
H 0.56 -2.01 3.77
H -1.10 -1.85 3.14
H -0.08 -0.40 3.30
H 0.92 -4.10 1.73
H 0.15 -3.84 0.16
H -0.81 -3.75 1.67
H 1.51 3.11 -2.56
H 2.49 1.71 -2.01
H 1.86 2.87 -0.82
H -0.82 3.54 -2.23
H -1.26 3.09 -0.56
H -2.12 2.35 -1.94
H 0.18 1.64 -4.03
H -1.11 0.50 -3.58
H 0.59 -0.03 -3.56
C 2.90 -2.22 -2.93
C 3.48 -1.27 -2.06
C 4.58 -0.56 -2.53
C 5.12 -0.77 -3.81
C 4.46 -1.65 -4.69
C 3.31 -2.31 -4.26
Se 1.55 -3.48 -2.59
H 0.65 -2.31 -2.33
H 3.15 -1.05 -1.04
H 5.02 0.18 -1.86
H 6.05 -0.24 -4.09
H 4.84 -1.82 -5.70
H 2.72 -2.96 -4.92
C -3.82 0.78 3.44
N -3.85 0.91 1.97
C -5.26 1.24 1.51
C -2.90 1.96 1.40
C -1.53 2.01 2.02
C -1.25 2.58 3.30
C 0.05 2.70 3.75
C 1.13 2.28 2.99
C 0.88 1.61 1.79
C -0.46 1.50 1.32
H -4.02 1.76 3.88
H -2.85 0.40 3.71
H -4.60 0.07 3.70
H -3.56 0.00 1.53
H -5.52 2.23 1.91
H -5.33 1.25 0.42
H -5.95 0.49 1.92
H -2.79 1.69 0.34
H -3.44 2.93 1.45
H -2.05 2.99 3.93
H 0.23 3.21 4.69
H 2.15 2.47 3.31
H 1.74 1.27 1.10